No. 1
3 unconnected molecules or ions with the total composition C3H10N2O4 at a distorted geometry. Source: the OMol25 dataset; level of theory: the ωB97M-V functional and the def2-TZVPD basis.

```
! wB97M-V def2-TZVPD RIJCOSX def2/J DEFGRID3
* xyz 0 1
O -1.42522 -1.00580 -0.25782
O 1.27637 -0.72211 -2.86699
O 0.97715 -2.37068 -0.83373
O -0.22420 0.59059 0.76917
N -2.68232 2.02467 0.84115
N 1.33957 0.13692 -1.77143
C 2.16615 -0.96929 0.70673
C -0.37740 -0.56096 0.09839
C 0.94212 -1.23308 -0.19135
H 0.27381 -2.63471 -1.42221
H -0.92225 1.28162 0.49600
H 0.75358 0.98553 -1.83141
H -2.57382 1.57173 1.79075
H 1.97916 0.03507 0.98789
H 2.29594 -1.47071 1.68237
H -3.35434 1.48583 0.25044
H -2.89310 3.06082 0.77623
H 3.11206 -1.06382 0.07240
H 2.08347 -1.26788 -2.92891
*
```

Values from the calculation:
E_HOMO (spin up / spin down) = -7.80 / -7.80 eV

---

No. 2
C3H5N3 in the gas phase. Source: the OMol25 dataset; level of theory: the ωB97M-V functional and the def2-TZVPD basis.

```
! wB97M-V def2-TZVPD RIJCOSX def2/J DEFGRID3
* xyz 0 1
N -1.04915 1.17137 0.32571
N 0.94025 -0.94142 -1.52950
N -0.63010 0.67264 -0.86358
C 0.23304 -0.27139 -0.53676
C 0.38312 -0.39047 0.87081
C -0.44177 0.57939 1.37654
H 1.11957 -1.91717 -1.34157
H -1.39693 2.11607 0.30247
H 1.00640 -1.07435 1.42601
H 0.49010 -0.81196 -2.42546
H -0.65453 0.86729 2.39533
*
```

Values from the calculation:
E_HOMO = -8.35 eV
SMILES = Nc1cc[nH]n1

---

No. 3
2 unconnected molecules or ions with the total composition C2H9N2O at a distorted geometry. Source: the OMol25 dataset; level of theory: the ωB97M-V functional and the def2-TZVPD basis.

```
! wB97M-V def2-TZVPD RIJCOSX def2/J DEFGRID3
* xyz 1 1
O 2.37734 -0.76065 -0.26170
N -0.65638 -0.23512 -0.03303
N 0.82600 1.52976 0.28484
C -0.38058 1.01167 0.24937
C -2.00362 -0.75599 -0.00987
H -2.24564 -1.28551 0.91684
H -1.25549 1.64946 0.33289
H 0.06940 -0.90905 -0.27532
H -2.75879 0.00426 -0.16575
H 2.92383 -1.25153 0.38421
H -2.20150 -1.56643 -0.70673
H 1.58596 0.92822 -0.04281
H 2.84803 -0.88341 -1.07638
H 0.87143 2.52431 0.40344
*
```

Values from the calculation:
E_HOMO = -14.89 eV

---

No. 4
A molecular structure, C38H53N4OP2RuS at a distorted geometry. Source: the OMol25 dataset; level of theory: the ωB97M-V functional and the def2-TZVPD basis.

```
! wB97M-V def2-TZVPD RIJCOSX def2/J DEFGRID3
* xyz 3 5
Ru -0.33925 -0.33145 0.17945
S -0.80353 -3.25954 4.16566
P -2.55732 -0.02417 -0.24974
P 2.51869 -0.54378 -0.61140
O 0.71638 2.03648 1.67275
N -0.73346 -1.29059 2.40766
N 0.15830 0.53740 -1.40822
N -0.62285 -1.82694 -1.44695
N -0.02147 -3.43936 1.62360
C -1.39694 0.65016 3.89665
C 0.74909 2.79968 -3.34010
C -2.61935 -0.52492 -2.03708
C -3.21094 1.74808 -0.25692
C 0.83228 1.91715 -5.98509
C -4.68015 1.81335 -0.68438
C -5.13655 -1.37803 -0.44987
C -3.24268 -2.67253 0.41387
C 0.28055 1.07664 1.15674
C 3.41280 -1.06965 1.10438
C -3.05674 2.34340 1.14998
C 3.78770 -0.08531 -3.25364
C -1.60710 -1.25580 5.96399
C -1.78722 1.03475 5.17968
C 0.80067 1.42473 -3.61601
C 0.55257 -2.23161 -2.05384
C -2.37941 2.59030 -1.23726
C -0.54182 -2.59129 2.57077
C -1.21996 -1.64087 4.68364
C -0.77748 -3.34330 -3.75260
C 3.74099 1.76275 -1.55837
C -1.11306 -0.69988 3.63231
C 4.32386 -2.26808 0.85392
C 0.81928 0.97004 -4.95350
C 3.93361 0.25316 -1.75906
C 0.42432 -3.21458 -3.06739
C -1.68785 -1.68921 -2.27697
C 0.76345 0.54511 -2.45685
C 4.09909 0.18300 1.67208
C 0.78129 3.28967 -5.70361
C -4.24739 -0.86020 1.83163
C -1.88979 0.09228 6.20927
C 2.39185 -1.47681 2.16292
C 1.82256 -1.62952 -1.81362
C -3.86040 -1.26620 0.40548
C 0.72823 3.72634 -4.37659
C -1.83439 -2.49683 -3.40132
C 5.36120 -0.20346 -1.41422
H 3.78456 2.06058 -0.50125
H -3.62452 -0.79752 -2.37831
H 5.18114 -2.03555 0.21634
H -1.67869 -2.01995 6.73276
H 4.71821 -2.62392 1.81990
H -4.95872 2.87301 -0.77100
H 0.66537 4.78795 -4.14096
H -4.94806 -1.82939 -1.43009
H -2.00064 2.47885 1.41115
H 4.84720 0.63034 1.01318
H 1.32493 -3.75931 -3.34734
H -3.53175 3.33500 1.16333
H -0.89772 -4.04967 -4.57274
H -2.30459 -2.70362 0.97135
H 0.75896 4.01708 -6.52073
H 0.81769 -0.10360 -5.16043
H 4.11553 -1.11124 -3.46994
H -2.77075 -2.44271 -3.95534
H -4.85303 0.05557 1.85278
H -0.14761 -3.18464 0.64144
H -5.65350 -0.42774 -0.59768
H -5.83199 -2.04504 0.08240
H 4.43671 0.59928 -3.82749
H 1.85820 -2.39160 1.89558
H -1.28113 1.37972 3.10346
H -2.00708 2.08503 5.37876
H 3.75947 -3.09258 0.39248
H 4.52811 2.30871 -2.10185
H 5.48207 -1.27860 -1.60446
H 5.68809 0.01482 -0.39378
H -4.84887 1.35825 -1.66816
H 2.63331 -2.25635 -2.21853
H -3.05708 -3.04660 -0.60061
H -3.36933 -0.72113 2.47387
H -1.30524 2.49566 -1.04527
H -0.06039 -4.42435 1.85791
H -5.35936 1.37387 0.05494
H -2.57100 2.32156 -2.28229
H 0.72854 3.12402 -2.29702
H -2.31788 0.34291 -2.65104
H -2.65983 3.64610 -1.11065
H 4.59936 -0.09042 2.61461
H 6.06680 0.31470 -2.08619
H 1.65330 -0.68525 2.33811
H -3.93914 -3.36971 0.90469
H -2.18975 0.40815 7.20965
H 2.77360 0.03269 -3.63678
H 2.77344 2.08791 -1.96277
H 0.87901 1.57661 -7.02150
H -3.53410 1.73344 1.92664
H -4.86111 -1.66026 2.27442
H 2.90508 -1.65697 3.12396
H 3.34868 0.95776 1.89487
*
```

Values from the calculation:
E_HOMO (spin up / spin down) = -13.94 / -15.97 eV
⟨S²⟩ = 6.081

---

No. 5
A molecular structure, C6H23N8O7Tl at a distorted geometry. Source: the OMol25 dataset; level of theory: the ωB97M-V functional and the def2-TZVPD basis.

```
! wB97M-V def2-TZVPD RIJCOSX def2/J DEFGRID3
* xyz 2 1
Tl 1.22715 -2.91304 0.14544
O -0.10221 1.30735 -2.19463
O 0.26326 -0.33798 -0.29062
O -1.72068 -3.61508 -1.06417
O 2.52974 -0.79907 1.77768
O 4.59827 2.64439 -1.52370
O -1.94507 1.47869 0.10979
O -0.79114 -2.42667 2.33944
N -2.45334 -1.61863 -0.86713
N -3.09873 -2.14066 2.55940
N 4.49738 0.06354 2.05524
N -1.80591 -0.54330 2.18171
N -3.68856 -3.14874 -1.82221
N 2.94208 0.80086 3.35614
N 3.26955 0.76729 -1.79382
N 2.48550 2.79982 -1.94711
C 3.25830 -0.02807 2.38286
C -2.59396 -2.82292 -1.17667
C -1.84032 2.33609 -1.03810
C -1.50834 1.66573 -2.43717
C -1.84855 -1.75138 2.38345
C 3.53044 2.06109 -1.72993
H -1.13585 0.96220 0.11020
H -2.59400 0.08770 2.15255
H -1.00068 2.97796 -0.77143
H -1.55221 -1.16317 -0.84193
H -2.22889 0.84877 -2.47578
H -2.77415 2.88951 -1.13700
H -3.23452 -0.99991 -0.70266
H 5.25706 0.63235 2.40085
H 0.87844 0.19445 0.25032
H 1.55052 2.42078 -1.99448
H 0.02394 0.65751 -1.49937
H 4.60832 -0.43744 1.18528
H -3.85797 -4.05101 -2.24329
H -3.83545 -1.45156 2.50974
H -3.36972 -3.09573 2.37363
H 3.67894 1.34096 3.78676
H -4.31116 -2.36053 -1.92795
H 3.95660 0.07798 -1.52379
H -1.47284 2.37279 -3.26597
H 2.10954 0.49312 3.83807
H -0.85705 -0.44957 1.84856
H 2.30537 0.48864 -1.68063
H 2.65082 3.78491 -1.79759
*
```

Values from the calculation:
E_HOMO = -15.55 eV

---

No. 6
A molecular structure, C4H10Cl2NO at a distorted geometry. Source: the OMol25 dataset; level of theory: the ωB97M-V functional and the def2-TZVPD basis.

```
! wB97M-V def2-TZVPD RIJCOSX def2/J DEFGRID3
* xyz 1 1
Cl -0.28268 2.16392 -0.03804
Cl 0.32537 -0.55977 -0.43411
O 3.14319 -1.29123 0.15874
N 2.96880 0.87988 -0.48146
C -2.30283 0.41704 -0.09214
C -0.86692 0.51860 0.28573
C -2.76030 -1.06715 0.12076
C 2.45138 -0.20186 0.48635
H -0.81584 0.22188 1.41818
H -2.43273 0.56704 -1.17602
H 3.39336 1.57302 0.13868
H -1.87819 -1.64907 -0.11971
H -3.28669 -1.32980 1.07132
H -3.03507 0.93651 0.48354
H 3.62458 0.53387 -1.11991
H -3.42247 -1.21706 -0.70401
H 2.99446 -1.86153 0.92923
H 2.18259 1.36574 -0.92713
*
```

Values from the calculation:
E_HOMO = -13.88 eV

---

E: -14439.8403; -7661.9597; -7241.8275; -80239.7891; -37521.0700; -32882.5924 (eV)
ΔE to the lowest compared entry with this formula, charge and spin: 95.9; 11.4; 12.2; 0.0; 0.0; 0.0 (kcal/mol)